## P
{"formula": "C6H10N", "method": "ωB97M-V/def2-TZVPD", "elements": ["C", "C", "C", "C", "C", "C", "N", "H", "H", "H", "H", "H", "H", "H", "H", "H", "H"], "coordinates": [[3.077, -0.191, -0.175], [2.196, 0.090, 0.882], [0.442, -0.051, -1.249], [1.680, -0.249, -0.364], [-1.362, -1.273, 0.025], [-0.924, 1.199, 0.308], [-0.820, 0.068, -0.417], [4.065, -0.371, -0.514], [2.269, 0.337, 1.970], [0.668, 0.887, -1.658], [0.402, -0.722, -2.106], [-1.538, -1.881, -0.910], [-0.694, -1.713, 0.729], [-2.314, -1.146, 0.511], [-0.624, 2.045, -0.300], [-2.042, 1.380, 0.691], [-0.325, 1.188, 1.327]], "lowdin_charge": [0.22, 0.18, -0.07, 0.00, -0.02, -0.17, -0.29, 0.13, 0.17, 0.12, 0.14, 0.11, 0.06, 0.08, 0.09, 0.14, 0.10], "homo_energy_ev": -12.37, "charge": 1, "lumo_ev": -4.893, "gap_ev": 7.47}

***

## Q
{"formula": "C6H10N", "method": "ωB97M-V/def2-TZVPD", "elements": ["C", "C", "C", "C", "C", "C", "N", "H", "H", "H", "H", "H", "H", "H", "H", "H", "H"], "coordinates": [[0.682, 1.059, -1.345], [1.528, 1.267, 0.476], [0.903, 0.049, -0.083], [-0.358, -0.611, 0.294], [-1.009, -1.483, -0.820], [-1.168, -0.146, 1.389], [1.359, 1.966, -0.862], [0.136, 0.896, -2.338], [0.963, 1.798, 1.248], [2.632, 1.233, 0.722], [1.674, -0.594, -0.547], [-0.181, -1.682, -1.514], [-1.886, -1.195, -1.324], [-1.261, -2.378, -0.401], [-2.208, 0.143, 1.080], [-0.571, 0.715, 1.857], [-1.234, -1.037, 2.166]], "lowdin_charge": [-0.04, -0.11, -0.21, -0.11, 0.02, 0.00, 0.14, 0.17, 0.12, 0.16, 0.18, 0.10, 0.10, 0.07, 0.14, 0.11, 0.18], "homo_energy_ev": -14.61, "charge": 1, "lumo_ev": -6.227, "gap_ev": 8.39}

***

Stability comparison, relative energies in hartree: P 0.0170; Q 0.0000

***

## P
{"formula": "C6H10N", "method": "ωB97M-V/def2-TZVPD", "elements": ["C", "C", "C", "C", "C", "C", "N", "H", "H", "H", "H", "H", "H", "H", "H", "H", "H"], "coordinates": [[0.664, 1.627, 0.391], [1.610, 0.687, 0.629], [0.274, 0.043, -1.412], [-0.302, 0.672, -0.251], [-2.240, 0.777, 0.335], [0.632, -1.764, 0.309], [0.752, -0.374, -0.059], [0.561, 2.642, 0.521], [2.673, 0.604, 0.854], [-0.271, -0.834, -1.835], [1.177, 0.320, -1.918], [-2.719, 1.232, -0.525], [-2.163, 1.440, 1.264], [-2.234, -0.326, 0.442], [0.044, -2.423, -0.494], [1.552, -2.322, 0.484], [-0.010, -2.001, 1.265]], "lowdin_charge": [0.05, 0.09, 0.04, -0.19, 0.16, -0.02, -0.19, 0.10, 0.14, 0.15, 0.14, 0.05, 0.09, 0.05, 0.14, 0.09, 0.14], "homo_energy_ev": -14.46, "charge": 1, "lumo_ev": -3.828, "gap_ev": 10.63}

***

## Q
{"formula": "C6H10N", "method": "ωB97M-V/def2-TZVPD", "elements": ["C", "C", "C", "C", "C", "C", "N", "H", "H", "H", "H", "H", "H", "H", "H", "H", "H"], "coordinates": [[-0.413, -1.116, 1.652], [-1.195, 0.479, 0.671], [0.123, 0.102, 0.931], [0.516, 0.286, -0.353], [1.269, -0.758, -1.103], [0.453, 1.611, -1.030], [-1.720, -0.579, 1.278], [-0.174, -2.088, 1.228], [-0.250, -1.122, 2.728], [-1.729, 1.296, 0.221], [1.285, -1.718, -0.596], [2.302, -0.432, -1.242], [0.847, -0.879, -2.100], [-0.281, 1.596, -1.838], [1.413, 1.822, -1.500], [0.215, 2.423, -0.347], [-2.660, -0.924, 1.399]], "lowdin_charge": [-0.03, -0.01, -0.07, -0.25, 0.01, -0.02, 0.11, 0.14, 0.14, 0.17, 0.09, 0.11, 0.11, 0.11, 0.11, 0.10, 0.17], "homo_energy_ev": -14.44, "charge": 1, "lumo_ev": -3.835, "gap_ev": 10.60}

***

## R
{"formula": "C6H10N", "method": "ωB97M-V/def2-TZVPD", "elements": ["C", "C", "C", "C", "C", "C", "N", "H", "H", "H", "H", "H", "H", "H", "H", "H", "H"], "coordinates": [[-2.479, -0.514, 0.406], [-1.265, -1.039, 0.726], [-0.792, 0.769, -0.551], [-2.213, 0.615, -0.342], [1.876, 0.547, 0.254], [1.056, -0.780, 0.005], [-0.343, -0.387, 0.073], [-3.430, -0.907, 0.803], [-1.116, -1.924, 1.316], [-0.651, 0.502, -1.689], [-0.322, 1.635, -0.206], [-3.014, 1.340, -0.730], [1.527, 1.244, -0.506], [1.759, 1.014, 1.238], [2.957, 0.649, 0.247], [1.465, -1.494, 0.729], [1.259, -1.167, -1.113]], "lowdin_charge": [0.00, 0.02, -0.13, 0.03, -0.07, -0.12, -0.12, 0.14, 0.17, 0.23, 0.14, 0.17, 0.06, 0.09, 0.09, 0.13, 0.18], "homo_energy_ev": -14.83, "charge": 1, "lumo_ev": -5.106, "smiles": "CC[N+]1=CC=CC1", "gap_ev": 9.73}

***

## S
{"formula": "C6H10N", "method": "ωB97M-V/def2-TZVPD", "elements": ["C", "C", "C", "C", "C", "C", "N", "H", "H", "H", "H", "H", "H", "H", "H", "H", "H"], "coordinates": [[-1.544, 0.378, 1.714], [-0.880, -0.257, 0.562], [0.393, 0.292, 0.183], [-1.688, -1.171, -0.402], [0.841, 0.132, -1.171], [1.296, 0.874, 1.159], [-1.031, -0.631, 2.172], [-2.123, 1.308, 2.014], [-1.982, -0.515, -1.134], [-2.377, -1.713, 0.195], [-1.001, -1.896, -0.656], [-0.120, 0.249, -1.838], [1.157, -0.913, -1.256], [1.696, 0.660, -1.447], [1.264, 1.862, 1.313], [2.353, 0.601, 0.796], [1.143, 0.447, 2.187]], "lowdin_charge": [-0.05, -0.29, -0.17, 0.03, 0.01, 0.02, 0.29, 0.19, 0.07, 0.09, 0.07, 0.16, 0.15, 0.09, 0.07, 0.15, 0.12], "homo_energy_ev": -15.49, "charge": 1, "lumo_ev": -5.963, "gap_ev": 9.53}

***

Stability comparison, relative energies in hartree: P 0.1438; Q 0.0358; R 0.0000; S 0.0798